{"formula": "C48H60As2CrN2O3PSTe", "method": "ωB97M-V with the def2-TZVPD basis set", "elements": ["Cr", "C", "N", "C", "C", "C", "C", "C", "N", "C", "C", "C", "C", "C", "C", "H", "H", "H", "H", "H", "H", "H", "H", "H", "H", "H", "S", "C", "C", "C", "C", "C", "C", "As", "C", "C", "C", "C", "C", "C", "C", "C", "C", "C", "C", "C", "H", "H", "H", "H", "H", "H", "H", "H", "H", "H", "H", "H", "H", "H", "C", "C", "C", "C", "C", "C", "Te", "C", "C", "C", "H", "H", "H", "H", "H", "H", "H", "H", "H", "H", "H", "C", "C", "As", "C", "C", "C", "C", "H", "H", "H", "H", "H", "H", "H", "H", "H", "H", "H", "H", "H", "H", "H", "C", "O", "P", "O", "C", "O", "C", "H", "H", "H", "H", "H", "H", "H", "H", "H"], "coordinates": [[-0.487, 0.080, 0.656], [2.568, 0.766, 1.582], [1.409, -0.132, 1.479], [1.646, -1.348, 1.854], [0.678, -2.348, 1.593], [0.605, -3.716, 1.861], [-0.609, -4.147, 1.319], [-1.211, -3.021, 0.747], [-0.439, -1.932, 0.896], [3.623, 0.674, 0.489], [3.972, -0.520, -0.129], [4.956, -0.551, -1.106], [5.627, 0.612, -1.460], [5.305, 1.804, -0.826], [4.302, 1.835, 0.131], [3.074, 0.571, 2.536], [2.222, 1.791, 1.602], [2.587, -1.608, 2.341], [1.346, -4.308, 2.381], [-1.007, -5.152, 1.327], [-2.168, -2.963, 0.248], [3.462, -1.440, 0.121], [5.188, -1.490, -1.596], [6.393, 0.590, -2.226], [5.819, 2.720, -1.095], [4.037, 2.775, 0.605], [0.422, 0.274, -1.573], [1.077, 1.900, -1.756], [1.909, 2.162, -2.849], [2.506, 3.400, -3.003], [2.300, 4.406, -2.066], [1.463, 4.166, -0.989], [0.831, 2.933, -0.841], [-0.420, 2.539, 0.586], [0.169, 3.797, 1.983], [-0.131, 5.154, 1.916], [0.234, 6.010, 2.947], [0.896, 5.516, 4.062], [1.185, 4.162, 4.147], [0.817, 3.310, 3.116], [-1.954, 3.600, -0.008], [-1.935, 4.384, -1.153], [-3.092, 5.020, -1.587], [-4.277, 4.877, -0.879], [-4.301, 4.098, 0.271], [-3.147, 3.462, 0.698], [2.102, 1.367, -3.560], [3.164, 3.574, -3.846], [2.787, 5.367, -2.175], [1.296, 4.941, -0.254], [-0.670, 5.543, 1.061], [-0.010, 7.064, 2.880], [1.173, 6.184, 4.870], [1.682, 3.767, 5.026], [0.996, 2.247, 3.209], [-1.018, 4.485, -1.721], [-3.067, 5.628, -2.483], [-5.181, 5.359, -1.230], [-5.222, 3.985, 0.831], [-3.177, 2.822, 1.570], [3.066, -7.191, -6.421], [2.697, -6.185, -5.361], [1.949, -6.552, -4.248], [1.593, -5.631, -3.268], [0.784, -6.084, -2.079], [2.004, -4.296, -3.400], [1.455, -2.914, -1.881], [2.759, -3.907, -4.510], [3.220, -2.483, -4.721], [3.092, -4.858, -5.470], [2.654, -8.172, -6.186], [4.150, -7.289, -6.510], [2.684, -6.886, -7.398], [1.636, -7.586, -4.138], [0.545, -7.145, -2.149], [-0.152, -5.521, -2.007], [1.328, -5.915, -1.145], [2.975, -1.845, -3.870], [2.749, -2.055, -5.609], [4.300, -2.448, -4.874], [3.683, -4.550, -6.330], [-2.187, 2.624, 4.224], [-2.805, 1.265, 3.919], [-1.650, -0.055, 3.007], [-0.411, -0.352, 4.529], [-0.308, -1.784, 5.054], [-2.861, -1.596, 3.181], [-3.816, -1.616, 4.369], [-2.887, 3.234, 4.801], [-1.935, 3.178, 3.326], [-1.274, 2.520, 4.812], [-3.705, 1.369, 3.308], [-3.094, 0.789, 4.854], [-0.711, 0.321, 5.332], [0.569, -0.023, 4.181], [-1.251, -2.130, 5.474], [0.445, -1.837, 5.844], [-0.014, -2.475, 4.266], [-3.427, -1.624, 2.251], [-2.225, -2.479, 3.185], [-3.301, -1.499, 5.323], [-4.341, -2.574, 4.392], [-4.570, -0.832, 4.297], [-2.402, -1.918, -2.326], [-3.137, -1.201, -1.323], [-2.505, 0.017, -0.461], [-3.741, 0.185, 0.570], [-5.096, 0.251, 0.126], [-2.722, 1.250, -1.477], [-3.189, 1.233, -2.819], [-3.111, -2.196, -3.107], [-1.962, -2.815, -1.899], [-1.604, -1.313, -2.753], [-5.214, 1.039, -0.620], [-5.703, 0.485, 0.997], [-5.408, -0.702, -0.299], [-3.516, 0.242, -3.124], [-2.379, 1.568, -3.467], [-4.028, 1.925, -2.900]], "atomic_forces_ev_per_a": [[-0.29, 0.13, -0.32], [0.02, -0.11, 0.11], [1.01, -0.15, 0.11], [-0.05, 0.01, -0.07], [-0.13, -0.12, 0.00], [0.12, 0.08, 0.07], [-0.07, -0.04, -0.05], [0.04, -0.06, -0.06], [0.13, -0.44, 0.17], [-0.19, -0.11, -0.11], [-0.06, 0.04, -0.01], [0.01, 0.03, -0.02], [-0.01, -0.06, 0.03], [-0.01, 0.09, -0.06], [-0.05, -0.02, 0.03], [-0.03, 0.08, 0.09], [-0.06, 0.18, 0.01], [0.01, -0.03, -0.01], [-0.05, 0.02, -0.04], [0.01, 0.07, -0.01], [0.02, 0.01, 0.03], [-0.05, 0.00, -0.04], [0.00, 0.03, 0.02], [-0.01, 0.00, 0.02], [-0.03, -0.04, 0.01], [-0.01, 0.01, -0.04], [-0.09, -0.04, 0.02], [-0.05, -0.07, 0.19], [0.07, 0.03, -0.02], [0.08, -0.05, -0.03], [-0.02, 0.04, 0.04], [-0.03, -0.08, -0.02], [0.20, -0.10, 0.01], [0.06, 0.83, -0.16], [-0.01, -0.23, 0.10], [0.04, -0.03, -0.02], [0.01, 0.02, 0.00], [-0.01, 0.04, 0.00], [0.03, 0.01, 0.01], [-0.04, 0.05, -0.07], [-0.20, -0.18, -0.04], [0.11, -0.03, 0.03], [-0.06, 0.04, 0.02], [0.00, -0.03, -0.03], [0.01, 0.04, 0.01], [0.10, 0.03, -0.04], [0.00, 0.02, 0.01], [-0.04, -0.01, 0.01], [0.00, -0.01, 0.00], [0.01, 0.06, 0.01], [-0.02, 0.05, 0.00], [0.01, -0.04, 0.01], [0.00, -0.03, -0.03], [-0.01, 0.00, -0.03], [0.03, -0.06, 0.05], [-0.04, 0.01, -0.04], [0.01, -0.02, 0.00], [0.03, 0.02, 0.03], [0.01, -0.02, -0.01], [-0.06, -0.04, 0.05], [-0.01, 0.06, 0.06], [-0.02, 0.02, 0.02], [0.04, 0.04, -0.03], [-0.03, -0.05, 0.05], [0.07, 0.09, -0.06], [-0.03, -0.05, 0.06], [0.02, -0.22, -0.09], [0.06, 0.13, -0.04], [-0.06, -0.14, 0.02], [0.00, -0.04, 0.00], [0.02, 0.01, -0.02], [-0.02, -0.01, 0.00], [0.00, -0.02, 0.01], [-0.01, 0.03, 0.01], [0.01, 0.01, 0.01], [0.03, -0.01, 0.01], [-0.04, -0.02, -0.02], [0.05, 0.02, -0.03], [-0.02, 0.02, 0.02], [0.00, 0.02, 0.01], [-0.04, 0.01, 0.04], [-0.08, -0.14, 0.05], [0.10, 0.15, -0.26], [-0.24, 0.05, 0.68], [0.12, -0.12, -0.15], [0.02, 0.10, -0.02], [0.01, -0.04, -0.07], [0.03, 0.01, -0.07], [0.01, -0.02, 0.01], [0.03, 0.05, -0.04], [-0.01, 0.04, 0.00], [-0.03, 0.00, 0.00], [-0.06, -0.07, 0.01], [-0.05, 0.07, 0.00], [0.03, 0.04, 0.03], [0.02, -0.02, 0.00], [-0.03, 0.00, -0.02], [-0.01, -0.06, -0.04], [0.03, -0.01, -0.05], [0.07, -0.05, -0.03], [-0.03, 0.01, 0.01], [0.00, 0.02, 0.03], [0.00, -0.02, 0.02], [0.00, 0.02, -0.02], [0.16, -0.31, 0.03], [-0.52, 0.56, -0.15], [-0.09, -0.02, 0.09], [0.05, 0.02, -0.06], [-0.01, -0.09, -0.03], [0.02, 0.06, 0.02], [0.00, 0.03, 0.03], [0.06, -0.02, 0.03], [0.05, 0.05, -0.01], [0.00, 0.02, 0.01], [-0.03, 0.00, 0.01], [-0.01, -0.01, 0.01], [-0.03, -0.01, 0.00], [0.01, -0.02, -0.01], [0.00, 0.03, 0.01]], "lowdin_charge": [-0.20, -0.17, -0.08, -0.12, -0.39, -0.07, -0.10, -0.21, -0.10, -0.20, -0.06, -0.08, -0.09, -0.09, -0.05, 0.13, 0.07, 0.15, 0.11, 0.09, 0.10, 0.06, 0.10, 0.10, 0.10, 0.11, 0.56, -0.63, -0.11, -0.09, -0.09, -0.12, -0.39, 1.31, -0.35, -0.11, -0.07, -0.08, -0.08, -0.14, -0.37, -0.09, -0.08, -0.09, -0.08, -0.11, 0.10, 0.10, 0.10, 0.09, 0.10, 0.10, 0.10, 0.11, 0.08, 0.10, 0.10, 0.10, 0.10, 0.08, -0.06, -0.27, -0.02, -0.33, -0.11, -0.52, 1.16, -0.32, -0.08, -0.03, 0.07, 0.08, 0.08, 0.11, 0.07, 0.06, 0.07, 0.00, 0.08, 0.08, 0.12, -0.15, -0.41, 1.26, -0.38, -0.15, -0.40, -0.16, 0.08, 0.03, 0.06, 0.06, 0.06, 0.06, 0.04, 0.05, 0.07, 0.05, 0.05, 0.05, 0.06, 0.08, 0.06, -0.12, -0.33, 0.66, -0.37, -0.09, -0.36, -0.09, 0.09, 0.05, 0.04, 0.08, 0.09, 0.09, 0.07, 0.09, 0.09], "orbital_gap_ev": [7.5, 5.8], "max_force_ha_per_bohr": 0.020, "e_above_lowest_ev": 0.000, "energy_ev": -237390.0930, "s2": 3.7855, "multiplicity": 4, "lumo_energy_ev": [0.53, -0.87]}

=====

{"formula": "C23H53BBr4O28P5", "method": "ωB97M-V with the def2-TZVPD basis set", "elements": ["O", "C", "O", "B", "O", "C", "O", "O", "C", "O", "C", "O", "O", "Br", "C", "C", "Br", "H", "H", "H", "H", "Br", "C", "C", "Br", "H", "H", "H", "H", "C", "O", "P", "O", "O", "C", "O", "C", "H", "H", "H", "H", "H", "H", "H", "H", "H", "C", "O", "P", "O", "O", "C", "O", "C", "H", "H", "H", "H", "H", "H", "H", "H", "H", "C", "O", "P", "O", "O", "C", "O", "C", "H", "H", "H", "H", "H", "H", "H", "H", "H", "C", "O", "P", "O", "O", "C", "O", "C", "H", "H", "H", "H", "H", "H", "H", "H", "H", "C", "O", "P", "O", "O", "C", "O", "C", "H", "H", "H", "H", "H", "H", "H", "H", "H"], "coordinates": [[-11.758, 2.233, 12.649], [-12.113, 2.050, 13.776], [-13.052, 1.276, 14.260], [-13.171, 1.421, 15.733], [-12.377, 2.585, 16.051], [-11.590, 2.830, 14.998], [-10.736, 3.665, 14.917], [-12.878, 0.105, 16.322], [-13.991, -0.435, 16.784], [-14.070, -1.578, 17.144], [-15.109, 0.651, 16.764], [-14.593, 1.674, 16.122], [-16.227, 0.630, 17.200], [-18.686, -1.668, 14.088], [-17.486, -0.096, 14.286], [-17.183, 0.503, 12.951], [-15.980, 1.978, 13.198], [-16.621, -0.572, 14.739], [-17.846, 0.657, 14.984], [-18.067, 0.853, 12.424], [-16.701, -0.257, 12.338], [-12.013, 0.546, 8.219], [-13.464, 1.805, 8.552], [-14.027, 1.689, 9.938], [-15.330, 0.131, 9.803], [-14.200, 1.726, 7.760], [-12.995, 2.778, 8.388], [-14.694, 2.529, 10.129], [-13.453, 1.508, 10.841], [-6.998, 2.106, 15.830], [-6.558, 3.408, 16.242], [-6.432, 3.672, 17.810], [-6.122, 2.486, 18.640], [-5.389, 4.896, 17.894], [-5.316, 5.665, 19.107], [-7.810, 4.348, 18.241], [-9.082, 3.917, 17.748], [-7.398, 1.516, 16.655], [-6.107, 1.587, 15.478], [-7.751, 2.105, 15.045], [-4.346, 5.546, 19.582], [-6.131, 5.453, 19.797], [-5.446, 6.700, 18.793], [-9.140, 2.827, 17.740], [-9.290, 4.294, 16.750], [-9.833, 4.264, 18.454], [-12.801, -1.980, 13.823], [-13.383, -3.268, 14.060], [-14.886, -3.573, 13.588], [-15.639, -2.426, 13.145], [-15.567, -4.375, 14.799], [-15.422, -3.886, 16.129], [-14.681, -4.741, 12.485], [-15.777, -5.143, 11.674], [-13.394, -1.325, 13.186], [-11.850, -2.210, 13.340], [-12.557, -1.430, 14.731], [-15.170, -4.650, 16.869], [-16.435, -3.765, 16.535], [-14.902, -2.941, 16.253], [-15.520, -5.124, 10.616], [-16.601, -4.445, 11.837], [-16.090, -6.146, 11.967], [-18.274, 5.831, 19.225], [-17.051, 6.477, 18.832], [-15.758, 5.606, 18.398], [-14.505, 6.352, 18.229], [-15.678, 4.489, 19.527], [-14.853, 3.314, 19.500], [-16.356, 4.864, 17.103], [-15.642, 4.825, 15.871], [-18.470, 6.123, 20.257], [-18.239, 4.752, 19.414], [-19.028, 5.993, 18.462], [-15.150, 2.642, 20.297], [-13.782, 3.502, 19.463], [-15.132, 2.835, 18.556], [-15.770, 3.812, 15.485], [-14.552, 4.885, 15.922], [-16.022, 5.619, 15.230], [-14.891, -3.692, 22.216], [-15.189, -2.846, 21.106], [-16.610, -2.950, 20.338], [-17.746, -2.430, 21.072], [-16.339, -2.302, 18.905], [-16.714, -0.937, 18.653], [-16.712, -4.510, 20.040], [-17.984, -5.138, 19.935], [-15.413, -4.646, 22.146], [-14.931, -3.244, 23.206], [-13.853, -4.005, 22.081], [-17.336, -0.833, 17.763], [-15.754, -0.500, 18.375], [-17.236, -0.471, 19.486], [-18.811, -4.520, 20.292], [-18.030, -5.970, 20.638], [-18.259, -5.457, 18.932], [-12.484, 0.674, 24.540], [-12.586, -0.393, 23.639], [-13.636, -0.331, 22.420], [-13.565, 0.952, 21.704], [-15.040, -0.614, 23.091], [-16.248, -0.548, 22.302], [-13.304, -1.657, 21.581], [-13.523, -1.569, 20.173], [-11.923, 1.467, 24.034], [-11.815, 0.391, 25.358], [-13.378, 1.050, 25.039], [-16.856, -1.447, 22.315], [-15.965, -0.364, 21.263], [-16.761, 0.360, 22.613], [-12.604, -1.774, 19.625], [-13.841, -0.561, 19.897], [-14.300, -2.244, 19.815]], "atomic_forces_ev_per_a": [[-0.25, -0.45, -0.13], [0.08, 0.41, 0.87], [-0.30, -0.74, -0.62], [-1.20, 0.17, -0.64], [0.95, -0.58, 0.16], [0.19, 1.40, -0.50], [0.07, -0.25, 0.51], [-0.03, 0.50, 0.35], [0.52, -0.42, 0.35], [-0.10, 0.65, 0.30], [0.14, 1.15, -1.04], [0.58, 0.05, 0.08], [0.76, 2.52, -2.42], [-0.03, 0.80, 0.13], [0.14, -0.40, 0.52], [-0.28, -0.97, -0.50], [0.02, 0.28, -0.26], [0.16, 0.15, -0.25], [-0.56, -0.36, 0.05], [-0.01, 0.15, 0.17], [0.20, 0.24, -0.06], [-0.23, -0.06, -0.08], [1.22, 0.76, 0.08], [-2.02, -0.76, -0.43], [0.53, 0.53, 0.37], [-0.14, -0.43, 0.22], [0.08, 0.01, 0.34], [0.04, 0.01, 0.00], [0.61, -0.08, -0.46], [0.60, -0.98, 0.08], [-0.17, 0.40, 0.40], [-0.24, -0.22, 0.82], [0.07, 0.71, -0.72], [-0.73, -1.03, -0.19], [-0.37, 0.55, -0.37], [0.57, 0.48, -0.12], [-0.21, -0.47, 0.13], [0.06, 0.18, 0.15], [-0.13, -0.11, -0.14], [0.06, 0.74, -0.04], [0.00, -0.23, -0.04], [0.10, -0.30, 0.02], [0.16, 0.07, 0.11], [0.03, -0.02, -0.04], [0.12, 0.10, 0.04], [0.04, 0.16, -0.08], [1.02, 0.20, -0.47], [-1.44, -0.29, 0.01], [1.30, -2.04, 0.72], [-0.74, 1.39, -0.64], [1.16, -0.04, -0.75], [-2.06, -0.09, 1.33], [0.41, 0.77, 0.75], [-0.70, 0.30, 0.29], [-0.20, -0.27, -0.03], [-0.03, 0.26, -0.19], [-0.36, -0.49, 0.20], [1.30, -0.26, -0.67], [-0.24, 0.75, -0.55], [0.11, -0.67, -0.31], [0.29, 0.02, 0.10], [-0.13, -0.14, -0.19], [0.05, 0.01, -0.03], [0.38, -0.76, 0.79], [0.97, -1.01, 0.18], [-0.39, -0.16, 0.07], [-0.72, -0.01, -0.24], [-0.39, 0.62, 0.54], [-0.68, -0.33, -1.63], [0.80, 0.24, 0.89], [0.41, -0.75, -0.60], [-0.60, 0.93, -0.35], [0.74, -0.12, -0.80], [-0.23, 0.44, 0.29], [0.17, 0.30, 0.31], [-0.06, 0.35, 0.38], [0.30, -0.36, 0.06], [-0.56, 0.30, -0.32], [-0.07, 0.54, 0.69], [0.00, -0.22, -0.19], [1.00, -1.46, -0.33], [-3.72, -1.85, 0.76], [1.18, -0.91, -1.08], [-1.45, 0.09, 0.17], [-0.80, -1.55, 1.88], [0.75, -0.74, 0.29], [0.07, 0.02, -0.27], [-1.16, -0.15, 0.81], [-0.57, 0.26, 0.22], [-0.57, 0.45, -0.24], [0.05, 0.30, -0.01], [-0.09, -1.05, 0.49], [-0.95, -0.73, 1.70], [0.19, -0.02, 0.15], [0.31, 0.53, -0.14], [0.44, -0.31, -0.30], [0.58, -0.02, -0.17], [1.53, 1.16, 0.67], [-1.38, -1.51, -0.79], [0.68, 0.30, 0.12], [-0.20, -0.30, -0.18], [0.16, -0.49, 0.67], [0.65, 1.28, -0.36], [0.77, 1.46, 0.79], [0.83, 0.89, -2.14], [-0.54, 0.31, 0.07], [-0.11, -0.48, -0.15], [-0.40, -0.23, -0.64], [0.38, 0.47, 0.84], [-0.09, -0.05, -0.01], [-0.34, -0.15, 0.19], [0.22, 0.05, 0.28], [0.18, 0.09, 0.07], [1.49, 0.65, -0.15]], "lowdin_charge": [0.15, -0.40, 0.16, -0.91, 0.25, -0.36, 0.15, 0.23, -0.34, 0.13, -0.37, 0.17, 0.05, 0.61, -0.68, -0.71, 0.81, 0.02, 0.06, 0.06, -0.01, 0.59, -0.73, -0.58, 0.58, 0.04, 0.05, 0.05, 0.03, -0.10, -0.21, 0.39, -0.25, -0.22, -0.10, -0.23, -0.08, 0.08, 0.09, 0.09, 0.09, 0.08, 0.09, 0.09, 0.07, 0.09, -0.07, -0.19, 0.40, -0.24, -0.20, -0.10, -0.22, -0.11, 0.09, 0.09, 0.07, 0.09, 0.08, 0.05, 0.09, 0.08, 0.09, -0.11, -0.22, 0.40, -0.23, -0.23, -0.05, -0.21, -0.10, 0.09, 0.08, 0.09, 0.08, 0.10, 0.07, 0.03, 0.09, 0.09, -0.06, -0.33, 0.42, -0.23, -0.19, -0.08, -0.20, -0.10, 0.09, 0.10, 0.10, 0.10, 0.06, 0.10, 0.08, 0.09, 0.09, -0.13, -0.20, 0.41, -0.23, -0.21, -0.08, -0.21, -0.11, 0.09, 0.08, 0.09, 0.05, 0.06, 0.10, 0.10, 0.08, 0.06], "orbital_gap_ev": 10.0, "total_charge": -1, "max_force_ha_per_bohr": 0.082, "e_above_lowest_ev": 3.695, "energy_ev": -409347.6724, "lumo_energy_ev": 2.07}